[1]
# C21H19ClN3O3

An isolated ion of composition C21H19ClN3O3 and charge +1 at a distorted geometry (ωB97M-V with the def2-TZVPD basis set, OMol25).

Geometry (Å):
C 1.31281 4.22437 2.39142
C 1.76572 4.66428 1.03671
C 2.96513 5.35615 0.88831
C 3.40046 5.81699 -0.33774
C 2.62016 5.59721 -1.46467
Cl 3.12585 6.18153 -3.00449
C 1.42742 4.90435 -1.35493
C 1.01569 4.43038 -0.11513
N -0.22874 3.73109 -0.07407
C -0.40010 2.50866 0.43000
O 0.42318 1.80880 0.97020
C -1.88061 1.98913 0.30790
N -1.86009 0.58041 0.58636
C -2.07162 -0.32788 -0.37922
C -1.88166 -1.66720 -0.15317
C -1.42551 -2.11361 1.09368
C -1.20414 -3.56235 1.37059
C -0.77506 -4.34051 0.15234
C 0.42794 -4.02029 -0.47295
C 0.84433 -4.71964 -1.58812
C 0.04824 -5.74672 -2.07774
N 0.47565 -6.47742 -3.25651
O 1.50450 -6.12166 -3.78250
O -0.23201 -7.38175 -3.63267
C -1.14915 -6.08390 -1.46363
C -1.55755 -5.37406 -0.34951
C -1.21096 -1.14379 2.07334
C -1.43134 0.18639 1.79617
H 1.48564 3.15538 2.51582
H 1.86331 4.75405 3.16297
H 0.24873 4.41376 2.52697
H 3.56623 5.54515 1.76431
H 4.33153 6.35325 -0.42259
H 0.82445 4.72964 -2.23263
H -0.97404 4.15640 -0.60852
H -2.48098 2.51869 1.05273
H -2.28362 2.17780 -0.68718
H -2.40209 0.03757 -1.34006
H -2.07086 -2.37270 -0.94672
H -0.45730 -3.67166 2.16104
H -2.14065 -3.97879 1.75608
H 1.04254 -3.22462 -0.07881
H 1.77441 -4.48966 -2.08469
H -1.74039 -6.89257 -1.86499
H -2.48734 -5.63305 0.13400
H -0.86344 -1.42391 3.05526
H -1.28467 0.94633 2.54705

- charge = +1
- energy relative to the best compared isomer or geometry (same formula, charge and spin) (kcal per mole) = 0.0
- gap between HOMO and LUMO (eV) = 7.29
- 2S+1 = 1
- HOMO (eV) = -11.363
- E_LUMO (eV) = -4.07

natural (NBO) atomic charge list, values in e, 2 entries: number 1, C, carries -0.638; number 2, C, carries -0.036

[2]
# C21H19CrN2O4

C21H19CrN2O4 as an isolated structure at a distorted geometry (ωB97M-V with the def2-TZVPD basis set, OMol25).

Geometry (Å):
C 1.70549 0.58603 -1.67734
N 1.52865 0.28499 -0.25510
C 2.56274 -0.65250 0.21418
N 1.77326 1.52913 0.42809
C 0.78138 1.98678 1.25486
O -0.38125 1.60335 1.24412
H 1.48988 -0.29947 -2.28087
H 0.99379 1.37378 -1.93964
H 2.73342 0.93289 -1.88344
H 2.44136 -1.62309 -0.27089
H 3.57490 -0.26449 0.00085
H 2.45141 -0.78496 1.29582
H 2.71282 1.58422 0.81539
H 1.17892 2.78161 1.92247
O 0.93904 -4.09285 -7.24790
C 0.70453 -4.45487 -6.16609
Cr 0.57337 -4.85671 -4.30648
C 0.96175 -3.02574 -4.12281
O 1.26833 -1.90067 -4.09058
C 2.46523 -5.04132 -4.36510
O 3.62137 -4.98312 -4.49849
C -0.15135 -6.91407 -4.30538
C -1.17671 -6.06158 -4.74291
C -1.52173 -4.93191 -3.99395
C -0.88567 -4.65111 -2.75819
C -0.99245 -3.32731 -2.13522
C -0.97663 -2.15223 -1.75407
C -1.04285 -0.86290 -1.29964
C -1.87374 0.10585 -1.96015
C -2.08489 1.40119 -1.41832
C -2.80777 2.35788 -2.11634
C -3.36732 2.05032 -3.36724
C -3.21285 0.76180 -3.89781
C -2.49021 -0.20647 -3.20402
C 0.13799 -5.52846 -2.33532
C 0.47929 -6.65780 -3.07992
H 0.15371 -7.77387 -4.91284
H -1.66887 -6.24960 -5.69961
H -2.26998 -4.22877 -4.37017
H -0.50949 -0.55076 -0.39909
H -1.68605 1.61812 -0.42424
H -2.95398 3.34566 -1.67753
H -3.92487 2.80790 -3.91859
H -3.67197 0.49803 -4.85008
H -2.38131 -1.22541 -3.58433
H 0.67519 -5.28412 -1.41547
H 1.27818 -7.31148 -2.72517

- charge = +2
- ⟨S²⟩ = 3.82
- energy relative to the best compared isomer or geometry (same formula, charge and spin) (kcal per mole) = 0.0
- gap between HOMO and LUMO (spin up / spin down) (eV) = 7.68 / 4.07
- 2S+1 = 4
- HOMO (spin up / spin down) (eV) = -13.909 / -14.519
- E_LUMO (spin up / spin down) (eV) = -6.22 / -10.45

natural (NBO) atomic charge list, values in e, 2 entries: number 1, C, carries -0.424; number 2, N, carries -0.291

[3]
# C21H19FN6O5S

One molecule with the formula C21H19FN6O5S at a distorted geometry (ωB97M-V with the def2-TZVPD basis set, OMol25).

Geometry (Å):
C 2.62654 2.81179 0.15177
N 1.26301 3.24477 -0.12675
C 0.71922 2.80521 -1.31713
O 1.37457 2.11217 -2.09405
C -0.63421 3.22150 -1.49736
C -1.27723 4.01788 -0.55561
N -2.54352 4.28576 -0.94237
C -2.67869 3.66707 -2.09314
N -1.56990 3.01606 -2.49434
C -1.43044 2.21354 -3.68238
C -1.59546 0.71614 -3.32298
O -2.63502 0.12570 -3.49675
N -0.46714 0.22392 -2.76968
C -0.28889 -0.97459 -2.08440
C -1.13164 -2.07717 -2.19920
C -0.86765 -3.22343 -1.46705
C 0.21416 -3.28658 -0.60121
C 1.02826 -2.17514 -0.48169
S 2.36609 -2.10592 0.70784
O 2.90302 -0.77803 0.71120
O 3.24522 -3.21982 0.54994
N 1.56964 -2.24870 2.18019
C 0.90533 -3.39662 2.59513
C 1.46643 -4.66259 2.44717
C 0.78738 -5.78256 2.89201
C -0.45179 -5.66785 3.50120
C -1.02559 -4.41793 3.66310
C -0.34650 -3.30908 3.20507
F -0.90758 -2.07873 3.34318
C 0.79986 -1.03484 -1.21446
N -0.65243 4.43515 0.57262
C -1.32987 5.27807 1.53583
C 0.64807 4.05344 0.82866
O 1.21775 4.40931 1.83343
H 3.24504 3.00039 -0.72435
H 2.99162 3.37374 1.00683
H 2.65021 1.74271 0.37375
H -3.58313 3.67991 -2.66770
H -0.44828 2.38802 -4.12819
H -2.21889 2.49268 -4.38395
H 0.32951 0.86851 -2.67243
H -1.98524 -2.02695 -2.85548
H -1.51802 -4.07829 -1.56993
H 0.42480 -4.17625 -0.03050
H 1.11758 -1.38341 2.43676
H 2.43032 -4.74306 1.97231
H 1.23659 -6.75567 2.76716
H -0.97189 -6.54529 3.85139
H -1.98911 -4.29212 4.13070
H 1.47141 -0.19806 -1.10304
H -2.33945 5.44737 1.17243
H -0.79571 6.22287 1.63874
H -1.34835 4.78499 2.50770

- gap between HOMO and LUMO (eV) = 9.22
- 2S+1 = 1
- HOMO (eV) = -8.885
- E_LUMO (eV) = 0.33

natural (NBO) atomic charge list, values in e, 2 entries: number 1, C, carries -0.428; number 2, N, carries -0.438

[4]
# C21H19IrN4O3

C21H19IrN4O3 as an isolated structure at a distorted geometry (ωB97M-V with the def2-TZVPD basis set, OMol25).

Geometry (Å):
Ir 0.37525 -0.68092 0.29529
O -0.34603 -2.47389 0.49563
C 0.05130 -3.66424 0.26295
C -0.89154 -4.72080 0.12298
C -0.48617 -6.01011 -0.09111
C 0.87778 -6.30918 -0.19276
C 1.82360 -5.31155 -0.05394
C 1.45761 -3.98406 0.18064
C 2.43278 -2.95689 0.43292
N 2.22164 -1.62948 0.56816
C 3.41771 -1.08300 0.92565
C 4.37042 -2.06310 0.98051
N 3.74073 -3.21861 0.66648
H -1.93923 -4.47363 0.20214
H -1.21537 -6.79967 -0.19041
H 1.18667 -7.32475 -0.38203
H 2.86491 -5.57774 -0.15032
H 3.52759 -0.04400 1.16188
H 5.41376 -2.00919 1.22177
H 4.17979 -4.12771 0.64331
O 0.42630 6.21309 -0.03099
C 1.61602 5.50076 -0.14316
C 1.35309 4.02863 -0.18609
C 2.42585 3.10751 -0.34185
C 2.16941 1.76131 -0.32232
N 0.94616 1.22689 -0.13859
C -0.13518 2.12755 -0.10919
C 0.08726 3.51704 -0.08706
C -1.41062 1.52941 -0.11186
C -2.61661 2.19625 -0.39359
C -3.80374 1.51358 -0.36101
C -5.11801 2.16873 -0.62633
O -4.95828 3.51169 -0.93893
C -3.77654 0.12214 -0.04512
C -2.57718 -0.48798 0.21228
N -1.40461 0.16173 0.16844
H 0.59925 7.16277 -0.03028
H 2.29137 5.70961 0.70936
H 2.16288 5.79016 -1.05987
H 3.43481 3.46544 -0.46524
H 2.98348 1.06539 -0.47311
H -0.74208 4.19123 0.04619
H -2.59867 3.24042 -0.65392
H -5.77037 2.02499 0.25216
H -5.61367 1.62751 -1.45593
H -5.80584 3.97213 -0.93677
H -4.69283 -0.44402 -0.03174
H -2.53486 -1.54141 0.45481

- charge = +2
- gap between HOMO and LUMO (spin up / spin down) (eV) = 5.29 / 5.32
- 2S+1 = 1
- HOMO (spin up / spin down) (eV) = -14.204 / -14.284
- E_LUMO (spin up / spin down) (eV) = -8.91 / -8.96

natural (NBO) atomic charge list, values in e, 2 entries: number 1, Ir, carries 1.065; number 2, O, carries -0.529